5 unconnected molecules or ions with the total composition C5H21NO5 at a distorted geometry. Source: OMol25; level of theory: ωB97M-V/def2-TZVPD.

Its HOMO energy is -8.97 eV. The calculation puts the energy above the lowest of the compared OMol25 structures with the same formula, charge and spin at 103.23 kcal per mole. The LUMO energy comes out at 0.010 Eh. Its HOMO-LUMO gap is 0.339 Ha. The SMILES is CCN[C@H](C)CO.O.O.O.O. The value obtained for the calculated total energy is -17249.226 eV.

Last column: Mulliken charge in e.
Cartesian coordinates (Å):
C  -2.81074  -1.01535  0.85732  -1.0538
C  -1.82543  0.15842  0.75293  0.3348
N  -0.44564  -0.36204  0.39448  -0.0485
C  0.52000  2.12239  -0.13169  -1.7543
C  0.70240  0.52396  0.16361  0.7024
C  1.71767  0.04740  -0.96588  -0.2699
O  2.95956  -0.37956  -0.51126  -0.4808
H  -2.77175  -1.86063  1.57846  0.3496
H  -3.80921  -0.70124  0.61962  0.3865
H  -2.48169  -1.62833  0.06948  0.1628
H  -2.07910  0.79761  -0.08097  -0.3930
H  -1.72635  0.68005  1.71929  0.2956
H  -0.53071  -1.05100  -0.40296  0.3260
H  1.39267  2.22474  -0.73534  0.4765
H  -0.25480  2.16572  -0.94302  0.3167
H  0.37834  2.62044  0.78902  0.6634
H  1.31847  0.53245  1.11226  -0.7446
H  1.98052  1.10341  -1.55711  0.1596
H  1.50102  -0.68019  -1.83019  0.2577
H  2.88473  -0.98168  0.25232  0.3069
H  1.89901  1.96962  1.72219  0.5056
H  2.29673  0.80745  2.78501  0.2983
O  2.62402  1.68414  2.50126  -0.6736
H  1.68903  -1.77959  2.10814  0.2564
H  0.66591  -2.51642  1.21800  0.3404
O  1.28611  -2.55637  1.94497  -0.6287
H  -2.25697  2.50898  -2.22608  0.2871
H  -2.76801  1.25334  -1.34361  0.2659
O  -2.79255  1.76362  -2.16673  -0.6463
H  -2.54866  -2.11988  -2.50858  0.3071
H  -1.18233  -2.19431  -3.26761  0.2915
O  -1.61473  -1.71647  -2.50543  -0.5975

=====

2 unconnected molecules or ions with the total composition F2H4SSi2 at a distorted geometry. Source: OMol25; level of theory: ωB97M-V/def2-TZVPD.

Its HOMO energy is -9.43 eV. The calculation puts the energy above the lowest of the compared OMol25 structures with the same formula, charge and spin at 45.00 kcal per mole. The LUMO energy comes out at -0.036 Eh. Its HOMO-LUMO gap is 0.310 Ha. The SMILES is F[SiH2]F.[SiH2]=S. The value obtained for the calculated total energy is -32092.641 eV.

Last column: Mulliken charge in e.
Cartesian coordinates (Å):
F  -2.76958  0.96545  -0.15456  -0.2102
F  -3.51513  -1.08782  1.01264  -0.2324
Si  3.22989  0.66293  0.16161  0.4055
Si  -2.63244  -0.56883  -0.18215  0.6477
S  3.26445  -1.30549  0.39766  -0.2996
H  2.71956  1.62840  1.04082  -0.0572
H  4.00608  1.46935  -0.84075  -0.0504
H  -1.13960  -0.84127  -0.02269  -0.1038
H  -3.16324  -0.92271  -1.41260  -0.0996

=====

9 unconnected molecules or ions with the total composition C21H64N14O9 at a distorted geometry. Source: OMol25; level of theory: ωB97M-V/def2-TZVPD.

Its HOMO energy (spin up / spin down) is -10.43 / -10.43 eV. The calculation puts the energy above the lowest of the compared OMol25 structures with the same formula, charge and spin at 23.69 kcal per mole. Its multiplicity is 2. Its total charge is +1. The LUMO energy (spin up / spin down) comes out at -0.111 / -0.310 Eh. Its HOMO-LUMO gap (spin up / spin down) is 0.272 / 0.074 Ha. The value obtained for the calculated total energy is -62093.807 eV.

Last column: Löwdin spin population.
Cartesian coordinates (Å):
C  3.24836  -2.89848  3.70005  0.0000
O  2.07293  -3.19608  4.01188  0.0000
N  3.51014  -2.16098  2.66692  0.0000
N  4.36274  -3.30056  4.30204  0.0000
H  4.47260  -1.94664  2.44822  0.0000
H  2.74712  -1.65051  2.24585  0.0000
H  5.25677  -2.89973  4.05680  0.0000
H  4.20671  -3.98737  5.02595  0.0000
C  5.41891  -0.88023  -1.53831  0.0000
O  4.74745  -1.86491  -1.24742  0.0000
N  5.62166  0.15528  -0.73438  0.0000
N  6.03613  -0.61505  -2.68062  0.0000
H  5.93557  0.99631  -1.19723  0.0000
H  5.00261  0.06469  0.05851  0.0000
H  6.09832  -1.28240  -3.43619  0.0000
H  6.71424  0.13255  -2.64363  0.0000
C  -2.78136  0.31561  -0.87527  0.0001
O  -1.56273  0.40940  -0.86993  0.0001
N  -3.64682  1.21685  -0.56219  0.0002
N  -3.40628  -0.77628  -1.01361  0.0007
H  -4.62580  0.97561  -0.50301  0.0000
H  -3.35037  2.14434  -0.29391  0.0000
H  -4.41459  -0.72728  -1.04534  0.0001
H  -2.87402  -1.63372  -1.05361  0.0003
C  1.92534  -4.69870  -1.01248  0.0000
O  0.96069  -5.40740  -1.09241  0.0001
N  2.27007  -3.74056  -1.76922  0.0001
N  2.76787  -4.81100  0.01579  0.0002
H  1.83157  -3.57310  -2.66352  0.0000
H  3.20236  -3.40215  -1.57842  0.0000
H  3.25063  -4.06410  0.49452  0.0000
H  2.70140  -5.60155  0.64087  0.0000
C  1.76955  -0.06469  -0.03521  0.0001
O  2.86678  -0.03290  0.57875  0.0003
N  1.49065  -0.97722  -0.91224  0.0007
N  0.82745  0.78319  0.13905  0.0000
H  0.67108  -1.15321  -1.47564  0.0000
H  2.32566  -1.54213  -0.97339  0.0000
H  0.91981  1.55628  0.78240  0.0000
H  -0.06034  0.54366  -0.27876  0.0000
C  -5.40085  -2.55486  1.44154  0.0179
C  -4.33934  -3.50506  1.04612  0.1323
C  -2.89138  -2.99755  1.50000  0.0528
O  -2.03383  -3.32728  0.44609  0.0430
C  -0.64974  -3.10465  0.64402  0.0075
N  -4.48922  -4.91268  1.22902  0.5979
H  -6.45555  -2.80243  1.32148  0.0000
H  -5.24954  -1.71636  0.76174  0.0045
H  -5.15639  -2.33065  2.47983  0.0091
H  -4.32554  -3.47803  -0.04345  0.0793
H  -2.64351  -3.54239  2.41094  -0.0007
H  -2.88012  -1.91712  1.64374  0.0096
H  -0.13536  -3.16464  -0.31511  0.0011
H  -0.07974  -3.83079  1.22360  0.0037
H  -0.29085  -2.20489  1.14376  0.0011
H  -5.40860  -5.25766  0.99275  0.0200
H  -3.90793  -5.31146  0.50571  0.0169
C  -1.26159  -1.62956  -6.75147  0.0000
C  -2.03042  -2.25380  -5.54730  0.0000
C  -1.57558  -1.79619  -4.13593  0.0000
O  -2.36465  -2.48302  -3.10575  0.0002
C  -1.98536  -3.84783  -3.01974  0.0003
N  -3.40070  -2.02228  -5.78638  0.0001
H  -0.27968  -2.09850  -6.68780  0.0000
H  -1.20088  -0.56169  -6.54153  0.0000
H  -1.73956  -1.74864  -7.72382  0.0000
H  -1.94679  -3.34059  -5.54759  0.0000
H  -1.71970  -0.71823  -4.06296  0.0000
H  -0.52900  -1.88459  -3.84444  0.0000
H  -2.57308  -4.32913  -2.23804  0.0003
H  -0.92642  -3.99963  -2.81069  0.0000
H  -2.09755  -4.49937  -3.88635  0.0001
H  -3.70871  -2.83724  -6.29731  0.0000
H  -3.71591  -1.95396  -4.82926  0.0000
C  -4.87956  7.36647  0.22112  0.0000
C  -4.09611  6.16644  -0.34169  0.0000
C  -4.16494  4.93380  0.58214  0.0000
O  -3.38505  3.79615  0.17458  0.0000
C  -1.96069  3.96930  0.02429  0.0000
N  -4.58111  5.82302  -1.65365  0.0000
H  -5.89336  7.09320  0.51377  0.0000
H  -5.16301  8.22990  -0.38074  0.0000
H  -4.51811  7.75311  1.17399  0.0000
H  -3.06158  6.49807  -0.43036  0.0000
H  -5.18704  4.56052  0.51830  0.0000
H  -3.95593  5.04415  1.64620  0.0000
H  -1.51542  4.18618  0.99527  0.0000
H  -1.65528  4.74790  -0.67471  0.0000
H  -1.43759  3.05054  -0.24093  0.0000
H  -3.90960  5.20386  -2.08470  0.0000
H  -5.45693  5.32061  -1.62868  0.0000
C  5.65714  3.90385  5.35683  0.0000
C  4.33636  4.44944  4.66834  0.0000
C  3.82327  3.59547  3.45290  0.0000
O  4.59623  3.83675  2.26386  0.0000
C  4.35290  2.78327  1.34791  0.0000
N  3.43259  4.94434  5.71406  0.0000
H  5.88362  4.50731  6.23583  0.0000
H  6.54383  3.95842  4.72524  0.0000
H  5.67102  2.81673  5.43475  0.0000
H  4.65113  5.40755  4.25477  0.0000
H  2.78634  3.84714  3.23033  0.0000
H  3.83368  2.55290  3.77077  0.0000
H  4.89655  3.03464  0.43723  0.0000
H  3.30736  2.53385  1.16695  0.0000
H  4.84215  1.83505  1.57068  0.0000
H  3.08177  4.26256  6.37148  0.0000
H  4.00751  5.54544  6.28699  0.0000

=====

A single C2H3N3O2 molecule. Source: OMol25; level of theory: ωB97M-V/def2-TZVPD.

Its HOMO energy is -9.70 eV. The calculation puts the energy above the lowest of the compared OMol25 structures with the same formula, charge and spin at 24.13 kcal per mole. The LUMO energy comes out at 0.019 Eh. Its HOMO-LUMO gap is 0.375 Ha. The SMILES is Nc1noc(=O)[nH]1. The value obtained for the calculated total energy is -10687.410 eV.

Last column: Mulliken charge in e.
Cartesian coordinates (Å):
N  -1.81426  0.12598  -0.15950  -0.4988
C  -0.47948  -0.22241  -0.03547  0.3811
N  -0.01160  -1.42321  -0.01200  -0.3736
O  1.38873  -1.26431  0.04632  -0.1410
C  1.72321  0.05628  0.05920  0.5126
O  2.83670  0.50195  0.09305  -0.5501
N  0.50978  0.72216  0.02234  -0.1234
H  -2.34390  -0.66575  -0.50495  0.2872
H  -2.22803  0.47215  0.70131  0.2578
H  0.41884  1.69715  -0.21031  0.2482